DFT (ωB97M-V/def2-TZVPD) results for C4H8BrO2PdS as an isolated structure.

Results
gap between HOMO and LUMO (alpha / beta) = 8.24 / 5.33 eV
HOMO level (alpha / beta) = -13.51 / -13.42 eV
calculated total energy = -3407.2457 Eh
relative energy (zero: lowest compared OMol25 entry of this formula, charge and spin) = 65.05 kcal/mol
⟨S²⟩ = 2.007

Structure (ORCA input):
```
! wB97M-V def2-TZVPD RIJCOSX def2/J DEFGRID3
* xyz 1 3
Pd 4.12 -1.53 2.63
Br 2.20 -1.23 2.30
C -0.71 -0.07 -1.54
C 0.69 0.03 -0.95
C 0.65 0.02 0.58
S -1.28 0.05 0.97
O -1.52 1.01 2.04
O -1.73 -1.39 1.07
C -1.66 0.75 -0.73
H -0.99 -1.10 -1.74
H -0.52 0.42 -2.50
H 1.36 0.86 -1.16
H 1.37 -0.70 -1.39
H 0.99 1.01 0.92
H 1.24 -0.76 1.07
H -1.46 1.82 -0.70
H -2.74 0.82 -0.86
*
```

Mulliken population analysis, charges in e, atoms 1 to 4:
1 Pd 0.4382
2 Br 0.0659
3 C -0.5530
4 C -0.6306